[1]
Below is 2 unconnected molecules or ions with the total composition C7H11N at a distorted geometry, with properties calculated with the ωB97M-V functional and the def2-TZVPD basis.

```
19
Properties=species:S:1:pos:R:3:mulliken_charge:R:1
C 0.067 -1.830 -0.309 -0.09
C -1.168 -1.501 0.207 -0.64
C -1.181 -0.472 1.195 -0.20
C -0.001 0.250 1.484 -0.15
C 1.265 -0.290 1.003 -0.44
C 1.225 -1.285 0.129 -0.34
H 0.246 -2.511 -1.220 0.24
H -2.039 -2.069 0.034 0.45
H -2.104 -0.032 1.692 0.36
H -0.056 1.089 2.225 0.32
H 2.262 0.014 1.471 0.28
H 2.189 -1.544 -0.321 0.33
C 0.385 1.599 -1.358 -0.84
N -0.876 1.067 -0.836 -0.60
H 0.159 2.275 -2.209 0.38
H 1.273 1.963 -0.721 0.23
H 0.971 0.881 -1.874 0.29
H -1.027 0.579 0.181 0.17
H -1.589 1.817 -0.772 0.23
```

Results
Frontier orbital gap in eV: 8.91
Multiplicity: 1
HOMO energy in eV: -7.95
E_tot in Ha: -327.95238
Relative energy (zero: lowest compared OMol25 entry of this formula, charge and spin) in eV: 3.690
Charge: 0
SMILES string: c1ccccc1.CN
Largest force on an atom in eV/A: 5.71

[2]
Below is a molecular structure, C11H19Cl3O4STi at a distorted geometry, with properties calculated with the ωB97M-V functional and the def2-TZVPD basis.

```
39
Properties=species:S:1:pos:R:3:mulliken_charge:R:1
C 1.416 -0.962 -0.630 0.50
C 1.956 -0.631 0.648 0.42
C 1.691 0.756 0.909 1.38
C 2.856 -1.507 1.462 -1.59
C 0.970 1.288 -0.210 0.63
C 0.854 0.247 -1.223 1.66
C 0.341 0.362 -2.521 -2.26
C 1.607 -2.247 -1.353 -1.79
C 2.292 1.524 2.031 -2.02
C 0.513 2.682 -0.410 -1.92
Ti -0.398 -0.322 0.710 0.15
Cl -0.082 -1.607 2.652 -0.53
Cl -1.386 -2.284 0.047 -0.50
Cl -1.053 1.311 2.342 -0.54
H 2.562 -2.559 1.385 0.33
H 2.825 -1.220 2.516 0.35
H 3.900 -1.429 1.127 0.34
H 2.095 1.026 2.982 0.37
H 1.883 2.533 2.072 0.40
H 3.380 1.614 1.923 0.32
H 0.116 3.076 0.535 0.33
H -0.281 2.709 -1.164 0.35
H 1.325 3.325 -0.780 0.27
H -0.143 1.285 -2.825 0.32
H -1.137 -0.560 -2.571 0.41
H 0.748 -0.335 -3.256 0.35
H 1.386 -3.101 -0.696 0.38
H 2.650 -2.354 -1.700 0.32
H 0.930 -2.284 -2.215 0.40
O -1.767 -1.337 -2.587 -0.76
H -2.615 -0.928 -2.253 0.34
C -3.991 -0.239 1.107 -0.92
S -3.450 0.732 -0.301 1.22
O -3.975 0.072 -1.493 -0.85
O -3.803 2.118 -0.106 -0.72
O -1.931 0.548 -0.268 0.00
H -5.068 -0.123 1.225 0.38
H -3.458 0.109 2.000 0.24
H -3.758 -1.287 0.889 0.24
```

Results
Frontier orbital gap in eV: 4.69
Multiplicity: 1
HOMO energy in eV: 0.23
E_tot in Ha: -3359.96007
Charge: -2
Largest force on an atom in eV/A: 2.14

[3]
Below is C2H6N2S in the gas phase at a distorted geometry, with properties calculated with the ωB97M-V functional and the def2-TZVPD basis.

```
11
Properties=species:S:1:pos:R:3:mulliken_charge:R:1
C 0.024 1.698 -0.043 -1.01
C -0.145 0.153 -0.038 0.25
S -1.676 -0.478 0.080 -0.32
N 0.905 -0.571 -0.385 -0.08
N 2.224 -0.548 0.202 -0.59
H 0.861 1.932 0.613 0.31
H -0.856 2.055 0.453 0.34
H 0.181 2.127 -1.002 0.29
H 0.600 -1.631 -0.472 0.29
H 2.715 0.210 -0.293 0.27
H 2.151 -0.312 1.181 0.26
```

Results
Frontier orbital gap in eV: 8.80
Multiplicity: 1
HOMO energy in eV: -8.47
E_tot in Ha: -587.44861
Relative energy (zero: lowest compared OMol25 entry of this formula, charge and spin) in eV: 1.507
Charge: 0
SMILES string: CC(=S)NN
Largest force on an atom in eV/A: 5.34

[4]
Below is 7 unconnected molecules or ions with the total composition C4H23N2O7 at a distorted geometry, with properties calculated with the ωB97M-V functional and the def2-TZVPD basis.

```
36
Properties=species:S:1:pos:R:3:mulliken_charge:R:1
N -0.900 -2.366 -2.185 -0.63
C 0.305 -1.636 -1.820 -0.55
C 0.558 -1.657 -0.280 -0.33
N 1.341 -0.364 -0.144 -0.11
C 1.853 -0.206 1.225 -0.92
C 1.006 -0.093 2.450 -0.21
O 0.506 1.313 2.508 -0.57
H -0.744 -2.664 -3.142 0.25
H -1.784 -1.875 -2.206 0.22
H 1.161 -2.079 -2.352 0.44
H 0.509 -0.629 -2.223 0.29
H 1.204 -2.473 0.047 0.48
H -0.448 -1.586 0.151 0.00
H 0.595 0.304 -0.334 0.18
H 2.726 0.443 1.255 0.35
H 2.487 -1.127 1.332 0.47
H 0.028 -0.571 2.554 0.14
H 1.445 -0.238 3.427 0.32
H -2.742 -1.050 0.842 0.42
H -2.602 -2.255 -0.120 0.29
O -3.219 -1.869 0.510 -0.71
H -1.864 0.074 2.309 0.25
H -1.389 0.957 0.796 0.40
O -2.149 0.350 1.436 -0.75
H -3.244 0.395 -0.934 0.30
H -1.969 1.369 -0.775 0.34
O -2.381 0.620 -1.277 -0.66
H 2.525 1.858 -1.551 0.40
H 3.254 0.519 -1.765 0.31
O 3.299 1.448 -1.989 -0.68
H 1.385 2.841 0.473 0.28
H 0.262 2.701 -0.648 0.43
O 1.217 2.960 -0.469 -0.72
H -0.064 1.487 1.733 0.23
H -1.108 2.928 0.873 0.16
O -1.061 2.169 0.291 -1.09
```

Results
Frontier orbital gap in eV: 9.59
Multiplicity: 1
HOMO energy in eV: -6.26
E_tot in Ha: -802.39858
Relative energy (zero: lowest compared OMol25 entry of this formula, charge and spin) in eV: 1.529
Charge: -1
Largest force on an atom in eV/A: 4.08